No. 1
The following is a quantum chemistry calculation of a cluster of 2 separate species, C4H7NO3 in total, from the Open Molecules 2025 dataset.

```
15
Properties=species:S:1:pos:R:3:forces:R:3
O -1.379790 1.775868 -1.629577 0.671 0.260 -0.357
C -0.756653 1.137286 -0.772100 -3.125 -0.466 -1.093
N -1.320403 0.165429 -0.033197 1.322 -0.164 -0.278
C -0.573390 -0.690930 1.039778 -0.752 -0.316 -0.346
O -1.094661 -1.812208 1.086340 -0.049 -0.144 0.418
C 0.583555 1.472042 -0.454346 1.089 0.352 3.000
C 1.342994 0.587595 0.433268 0.190 -1.760 -1.484
O 0.862327 -0.709590 0.550763 -0.068 1.108 0.221
H -2.160585 -0.273555 -0.400566 -0.044 0.233 0.230
H -0.538271 -0.024948 1.926626 0.194 -0.090 0.249
H -0.072228 -3.090563 -1.144085 -0.033 -0.042 -0.021
H 0.907412 2.490940 -0.637869 0.215 -0.115 -0.427
H 1.558137 1.023051 1.419263 0.090 0.718 -0.080
H 2.332470 0.438880 -0.039380 0.241 0.439 0.049
H 0.309079 -2.489294 -1.344923 0.058 -0.014 -0.081
```
Positions in Å, forces in eV/Å.

Calculated values
* ΔE to the lowest compared entry with this formula, charge and spin: 7.157 eV
* energy: -436.8804 Eh
* HOMO level: -8.80 eV

Calculated atomic charges, method Löwdin, unit e: number 1, O, carries 0.06; number 2, C, carries -0.50; number 3, N, carries 0.20; number 4, C, carries -0.57; number 5, O, carries -0.05; number 6, C, carries 0.27; number 7, C, carries -0.20; number 8, O, carries -0.09; number 9, H, carries 0.16; number 10, H, carries 0.14; number 11, H, carries 0.04; number 12, H, carries 0.15; number 13, H, carries 0.17; number 14, H, carries 0.18; number 15, H, carries 0.02


No. 2
The following is a quantum chemistry calculation of a structure of composition C5H7MgO5, from the Open Molecules 2025 dataset.

```
18
Properties=species:S:1:pos:R:3:forces:R:3
O -3.512948 -0.014596 2.750350 0.411 -0.020 -0.609
C -2.538680 0.591558 2.936850 -0.286 0.366 1.229
O -1.646549 1.238998 3.306867 -0.063 -0.334 -0.688
O -1.752885 -0.973467 -0.506924 -0.206 0.401 -0.220
C -1.493794 0.216147 -0.239123 0.370 -0.681 0.602
O -2.198133 0.992569 -1.201781 -0.526 0.164 -1.086
C -2.116930 2.411617 -1.179813 0.002 0.135 0.659
C -2.299632 2.987981 -2.561945 0.443 0.160 -0.223
O -3.339077 2.313253 -3.220513 -0.263 -0.239 0.204
C -3.686951 2.892863 -4.453386 -0.056 0.163 -0.376
Mg -3.102761 -0.693185 -2.104168 0.346 0.198 0.347
H -1.127976 2.689904 -0.793042 -0.293 0.021 0.035
H -2.896700 2.781287 -0.501303 0.176 -0.009 -0.125
H -1.357916 2.898809 -3.135284 -0.256 -0.014 0.033
H -2.532043 4.064482 -2.463191 0.094 -0.244 -0.018
H -4.492252 2.289443 -4.888536 0.220 0.171 0.131
H -4.041396 3.929327 -4.318543 0.084 -0.252 -0.045
H -2.827923 2.899184 -5.146206 -0.200 0.014 0.149
```
Positions in Å, forces in eV/Å.

Calculated values
* ΔE to the lowest compared entry with this formula, charge and spin: 0.000 eV
* energy: -770.9736 Eh
* HOMO level (alpha / beta): -6.46 / -8.46 eV
* 2S+1: 2

Calculated atomic charges, method Löwdin, unit e: number 1, O, carries 0.19; number 2, C, carries -0.43; number 3, O, carries 0.19; number 4, O, carries -0.23; number 5, C, carries -0.25; number 6, O, carries -0.33; number 7, C, carries -0.18; number 8, C, carries -0.22; number 9, O, carries -0.25; number 10, C, carries -0.11; number 11, Mg, carries 0.81; number 12, H, carries 0.13; number 13, H, carries 0.13; number 14, H, carries 0.14; number 15, H, carries 0.14; number 16, H, carries 0.09; number 17, H, carries 0.09; number 18, H, carries 0.09


What is the formula in the second record? C5H7MgO5